DFT (ωB97M-V/def2-TZVPD) results for a 11-piece molecular cluster, C22H66O20 overall in a non-equilibrium geometry.

For the LUMO energy, the calculation gives 0.18 eV. Its energy relative to the best compared isomer or geometry (same formula, charge and spin) is 45.2 kJ/mol. The orbital gap comes out at 9.557 eV. The calculation puts the HOMO energy at -9.380 eV.

Each line ends with the Mulliken charge.
Atoms and positions in Å:
1 O -1.11047 18.03979 -4.48193  -0.528
2 O -6.20124 22.83576 2.05472  -0.573
3 O -1.44504 17.27045 0.16975  -0.575
4 O -2.07373 19.39925 -6.68211  -0.573
5 O -6.15565 17.93981 -0.11726  -0.583
6 O -6.01186 15.90299 2.55838  -0.567
7 O -9.30929 14.80055 -6.63014  -0.550
8 O -2.84769 23.92994 -4.02067  -0.514
9 O -12.09110 21.09627 -2.40267  -0.569
10 O -6.53452 19.36449 -7.11632  -0.562
11 O -5.72967 14.33473 -3.06684  -0.379
12 O -5.20669 21.06346 -0.35847  -0.263
13 O -9.97693 20.66109 -0.49457  -0.780
14 O -0.27757 14.84514 -1.24367  -0.579
15 O -2.95655 14.17480 -2.44521  -0.560
16 O -2.22740 23.41304 -0.98366  -0.526
17 O -9.21741 14.32423 1.89993  -0.588
18 O -8.92739 18.03781 -0.39748  -0.370
19 O -8.05015 20.88669 -4.97813  -0.437
20 O -4.65564 19.30490 -2.41674  0.300
21 C -2.05924 20.04190 -5.41295  -0.335
22 C -8.37230 16.27265 -4.95056  -0.142
23 C -8.89311 14.88545 -5.26998  -0.512
24 C -9.81849 17.34913 -1.25890  0.346
25 C -0.20534 16.23008 -1.64314  -0.928
26 C -5.62208 17.35871 -1.29361  0.048
27 C -1.37034 17.09244 -1.23966  1.620
28 C -2.39525 22.47864 -2.06774  -0.303
29 C -4.71407 14.24025 -4.05641  -0.887
30 C -6.86375 22.40011 0.84550  -0.689
31 C -3.36536 22.95518 -3.13687  0.571
32 C -5.96470 20.00996 -5.97514  0.111
33 C -8.33142 15.31603 2.40328  -0.204
34 C -10.91230 20.43346 -2.81721  -0.463
35 C -9.73047 20.66241 -1.89572  0.308
36 C -6.91234 14.96753 1.97009  -0.013
37 C -9.66361 15.85235 -1.13652  -0.989
38 C -5.66876 18.32667 -2.45597  0.308
39 C -3.45545 14.92252 -3.55415  0.665
40 C -6.75300 21.20026 -5.48077  -0.150
41 C -6.40642 21.00396 0.42730  0.716
42 C -2.15774 18.99432 -4.32123  0.389
43 H -10.09851 14.57470 2.19182  0.307
44 H -2.32025 16.68409 -1.58753  -0.869
45 H -8.86196 20.07641 -2.19930  -0.309
46 H -6.18112 21.63133 -4.65336  0.029
47 H -1.10692 20.57030 -5.32116  0.400
48 H -3.64777 22.03273 -3.65158  -0.364
49 H -1.40203 22.26807 -2.47704  0.400
50 H -5.06517 14.83510 -4.90383  0.320
51 H 0.16293 14.78137 -0.39436  0.323
52 H -6.24421 20.41129 1.32703  0.358
53 H -10.46653 15.32150 -1.65814  0.440
54 H -9.78292 14.66548 -4.68126  0.249
55 H -9.36702 21.67362 -2.13889  0.538
56 H -5.31611 23.11789 1.80381  0.336
57 H -7.90510 16.34106 -3.95935  -0.201
58 H -4.28624 23.30328 -2.65793  0.093
59 H -10.64359 20.79614 -3.80895  0.242
60 H -6.64521 18.82691 -2.52531  -0.658
61 H -2.26048 24.52190 -3.54418  0.345
62 H -7.92961 22.40879 1.06317  0.239
63 H -7.16953 20.56443 -0.21151  -0.471
64 H -6.63861 23.15960 0.09318  0.341
65 H -2.80388 21.55596 -1.65508  -0.044
66 H -4.58794 17.10535 -1.05400  -0.339
67 H -1.95250 24.24271 -1.38653  0.338
68 H 0.72198 16.61603 -1.19973  0.550
69 H -6.87629 15.03606 0.87929  -0.052
70 H -8.23525 19.99093 -5.28869  0.327
71 H -11.10900 19.36389 -2.96565  0.221
72 H -2.07729 14.51310 -2.23429  0.261
73 H -10.54850 21.38839 -0.23934  0.376
74 H -2.68606 15.03979 -4.32416  0.345
75 H -8.13822 14.14080 -5.00426  0.213
76 H -1.34290 17.53536 -5.26785  0.380
77 H -8.70059 15.52609 -1.53211  -0.017
78 H -6.66601 13.96273 2.32859  0.372
79 H -12.27368 20.86534 -1.48671  0.315
80 H -1.82377 19.98666 -7.39621  0.308
81 H -2.90518 20.73333 -5.33925  0.121
82 H -0.03332 16.24197 -2.72183  0.205
83 H -3.74659 15.91348 -3.18424  -0.450
84 H -4.78180 19.91679 -1.66565  -0.057
85 H -9.80013 15.41943 -0.14211  0.205
86 H -5.21694 15.87468 2.01786  0.317
87 H -7.60993 16.66326 -5.62911  0.351
88 H -5.59846 17.82096 -3.42566  0.226
89 H -4.94731 20.28635 -6.26239  0.279
90 H -8.54292 14.62119 -7.18128  0.322
91 H -5.86270 19.29629 -5.14775  -0.104
92 H -4.59144 13.20410 -4.37399  0.381
93 H -4.59491 21.62479 0.13218  0.121
94 H -8.39539 15.37637 3.49242  0.384
95 H -2.13220 19.49500 -3.35235  -0.069
96 H -9.65022 17.56993 -2.32152  -0.075
97 H -10.85525 17.62728 -1.03858  0.363
98 H -1.30421 18.07626 -1.71840  -0.041
99 H -5.51811 13.74572 -2.33494  0.255
100 H -8.53842 16.30279 1.97420  0.020
101 H -3.10238 18.44302 -4.27656  -0.047
102 H -0.63868 17.70462 0.46382  0.349
103 H -5.82439 19.01729 -7.65775  0.339
104 H -9.25855 18.95348 -0.36942  0.086
105 H -6.17804 16.43261 -1.47820  0.164
106 H -7.12574 17.91323 -0.06036  0.469
107 H -6.84046 21.94857 -6.27562  0.301
108 H -9.15798 17.03287 -4.90734  0.252


DFT (ωB97M-V/def2-TZVPD) results for a 9-piece molecular cluster, C36H63N9 overall in a non-equilibrium geometry.

For the LUMO energy, the calculation gives 0.24 eV. Its energy relative to the best compared isomer or geometry (same formula, charge and spin) is 369.7 kJ/mol. The orbital gap comes out at 11.110 eV. The calculation puts the HOMO energy at -10.873 eV.

Each line ends with the Mulliken charge.
Atoms and positions in Å:
1 N 1.27943 1.25615 2.31339  -0.388
2 N 3.65741 -4.13264 5.90989  -0.421
3 N -3.44863 -0.55264 -3.62829  -0.516
4 N 4.03934 7.74712 3.89953  -0.440
5 N -2.77806 -4.30578 1.61499  -0.409
6 N -3.29547 5.91682 -5.41898  -0.507
7 N 4.85639 0.00551 6.46809  -0.436
8 N -0.21945 4.81856 -2.97697  -0.483
9 N -0.61138 -3.17107 -0.74350  -0.360
10 C 0.08909 1.53802 -1.46316  -0.859
11 C 0.60518 0.72324 1.55123  -0.048
12 C -0.48808 -4.31054 -0.97945  0.345
13 C 4.51570 6.68756 3.99115  0.053
14 C -4.83742 -3.05681 -1.27013  -0.292
15 C -3.33833 -3.73997 2.49171  0.329
16 C 3.44238 -4.29543 3.33771  -0.421
17 C 5.08773 5.31396 4.03245  -0.105
18 C -0.31116 -5.71476 -1.28546  -0.558
19 C 2.63277 4.04339 -5.08408  0.021
20 C 4.22055 0.60476 5.76969  -0.077
21 C -2.77222 -6.68181 -1.13219  -0.684
22 C 2.49591 -3.40138 1.29932  -1.098
23 C 2.33924 -3.46662 2.73397  0.170
24 C 1.21622 0.66865 6.14668  -1.217
25 C 2.11962 5.09999 -4.07673  -0.558
26 C 2.05482 1.91990 5.68975  -0.396
27 C -0.83077 0.74689 -0.58772  -0.143
28 C -3.46598 -2.43939 -1.80190  1.040
29 C 5.06473 4.56492 2.75195  -0.447
30 C 0.80431 4.95978 -3.47054  0.227
31 C -0.23812 -0.02519 0.62888  0.809
32 C 3.70307 3.98598 2.33427  -1.041
33 C -5.63832 -3.71812 -2.36454  -1.510
34 C -3.55263 -1.52182 3.63767  -0.407
35 C -2.07857 3.65245 -5.34428  0.282
36 C 3.59706 -4.16858 4.75889  0.083
37 C -2.82335 4.87733 -5.39637  0.290
38 C -2.73041 2.42583 -6.00394  -0.455
39 C -3.47483 -1.38429 -2.82883  0.240
40 C -4.10324 -2.99602 3.53154  -0.650
41 C -1.49404 -6.51310 -1.96985  -0.614
42 C 3.37308 1.51346 4.97229  0.263
43 C -2.92411 2.61832 -7.53774  -1.169
44 C 3.93021 4.25985 -5.66303  -1.406
45 C -3.76760 -0.76463 2.29516  -0.587
46 H 1.44091 2.58823 5.08597  0.349
47 H -2.80992 -3.20830 -2.20990  -0.225
48 H -1.53663 1.35949 -0.02684  0.338
49 H -3.33896 1.66195 -7.85611  0.355
50 H -4.64648 -3.72929 -0.43381  0.234
51 H -2.92096 -2.14172 -0.90611  -0.540
52 H -4.09399 -3.48118 4.50757  0.344
53 H 0.18261 1.00920 6.20820  0.362
54 H -4.11140 -0.91889 4.35345  0.346
55 H -3.63407 3.43234 -7.68415  0.324
56 H 3.38440 -2.77055 1.32651  0.398
57 H -3.62900 -6.98139 -1.73575  0.343
58 H 2.48985 3.06494 -4.62548  0.328
59 H -2.70462 -7.31211 -0.24548  0.341
60 H 6.04798 5.39098 4.54244  0.415
61 H 4.40052 4.80622 4.70924  0.000
62 H 4.01534 5.28298 -6.02917  0.337
63 H 3.29022 0.99852 4.01517  0.219
64 H -5.99990 -2.98983 -3.09046  0.392
65 H -0.51337 1.92167 -2.28653  0.092
66 H -1.77778 -6.05662 -2.91812  0.305
67 H -5.15823 -3.06034 3.26517  0.311
68 H 0.64081 2.29198 -0.90170  0.369
69 H -2.50655 -1.58599 3.93716  0.291
70 H 0.61690 -5.90164 -1.82573  0.438
71 H 3.20879 3.31769 3.03938  0.057
72 H 0.69446 0.80276 -1.99328  0.337
73 H -1.08552 -7.48996 -2.22863  0.357
74 H 1.88426 4.16488 -5.86708  0.172
75 H -3.36029 -1.30951 1.44351  -0.290
76 H -6.48747 -4.32772 -2.05559  0.400
77 H -3.24315 0.18828 2.36594  0.346
78 H -0.98849 -0.41325 1.31769  -0.325
79 H 5.65635 5.10959 2.01614  0.418
80 H -1.56630 0.12328 -1.09587  0.027
81 H -2.98281 -5.69239 -0.72623  -0.057
82 H 3.40793 -5.35744 3.09473  0.327
83 H -0.17111 -6.15219 -0.29696  0.244
84 H -5.45666 -2.25044 -0.87717  0.367
85 H 5.59598 3.61782 2.84618  0.305
86 H 4.17984 3.49240 -6.39570  0.352
87 H 4.40334 -3.96234 2.94565  0.295
88 H 2.74036 5.24501 -3.19257  0.363
89 H 2.13608 6.06492 -4.58343  0.327
90 H 1.79773 -2.79653 0.72071  -0.018
91 H -1.10809 3.92420 -5.75952  -0.056
92 H 2.69937 -4.33010 0.76623  0.302
93 H -1.84062 3.42950 -4.30420  -0.093
94 H 2.89414 4.64651 2.02212  0.454
95 H -5.11201 -4.41623 -3.01549  0.316
96 H 4.06128 2.34534 4.82239  -0.169
97 H 2.35317 -2.45242 3.13309  0.079
98 H 1.46045 0.15454 7.07627  0.393
99 H -4.80680 -0.74088 1.96715  0.434
100 H -3.69612 2.19087 -5.55639  0.342
101 H 3.75687 3.30655 1.48364  0.351
102 H -2.06166 1.60645 -5.74033  0.349
103 H 0.32275 -0.88546 0.26355  -0.265
104 H 1.10329 -0.18588 5.47951  0.236
105 H -2.00729 2.92881 -8.03886  0.313
106 H 1.46468 -4.02132 3.07391  0.300
107 H 2.37214 2.59043 6.48838  0.453
108 H 4.75170 4.27553 -4.94678  0.346


DFT (ωB97M-V/def2-TZVPD) results for one molecule with the formula C4H5Cl in a non-equilibrium geometry.

For the LUMO energy, the calculation gives 0.44 eV. Its energy relative to the best compared isomer or geometry (same formula, charge and spin) is 50.0 kJ/mol. The orbital gap comes out at 9.653 eV. The calculation puts the HOMO energy at -9.217 eV.

Each line ends with the natural charge from an NBO analysis.
Atoms and positions in Å:
1 Cl -0.64279 0.02875 2.62959  -0.038
2 C -0.02332 -0.18027 0.95407  -0.024
3 C -0.52691 0.26131 -1.46312  -0.361
4 C 1.31215 -0.14861 0.82660  -0.386
5 C -0.92489 -0.12671 -0.25240  -0.247
6 H -2.01370 -0.32441 -0.21804  0.227
7 H 1.61221 -0.19099 -0.16972  0.199
8 H 2.05823 -0.23908 1.60277  0.223
9 H 0.33567 0.85055 -1.53865  0.193
10 H -1.18665 0.06946 -2.37110  0.213


DFT (ωB97M-V/def2-TZVPD) results for a 14-piece molecular cluster, C4H35NO14 overall in a non-equilibrium geometry.

For the LUMO energy (alpha / beta), the calculation gives -3.21 / -9.01 eV. Its energy relative to the best compared isomer or geometry (same formula, charge and spin) is 163.3 kJ/mol. The orbital gap (alpha / beta) comes out at 10.253 / 4.451 eV. The calculation puts the HOMO energy (alpha / beta) at -13.463 / -13.463 eV. Its charge is +1. Its expectation value of S² is 0.76. As for the multiplicity: 2.

Each line ends with the Mulliken spin population.
Atoms and positions in Å:
1 O 3.27407 1.12441 -2.65941  0.000
2 O -0.48338 -2.29951 -1.02544  0.110
3 O 2.56921 2.28161 1.46842  0.000
4 O 1.33609 3.30408 -0.70171  0.000
5 O 0.56849 1.27116 3.16270  0.014
6 O -1.24258 2.53356 1.90130  0.004
7 O 0.50918 0.46638 -0.98221  0.001
8 O -1.55076 -2.69422 -3.97571  0.001
9 O -0.26697 4.98402 0.73205  0.000
10 O 3.64453 -2.06546 -1.12103  0.000
11 O -1.01452 2.76799 -2.40649  0.000
12 O 1.92962 -1.67421 2.34026  0.005
13 O -0.32409 -2.81085 2.94551  0.042
14 O -1.11616 -4.13400 0.73149  0.001
15 N -0.96098 -0.57523 1.26453  0.634
16 C -3.12991 -1.05836 -0.03008  0.093
17 C -2.47379 -1.01892 -1.49654  0.017
18 C -1.03573 -1.39151 -1.62554  -0.010
19 C -2.32705 -0.16148 0.90951  0.043
20 H -0.59357 -2.88658 -3.93019  0.000
21 H -1.11914 -5.09119 0.70515  0.000
22 H 1.02834 4.13736 -0.32204  0.000
23 H 4.20979 1.31162 -2.53430  0.000
24 H -0.54611 2.46473 2.60301  0.001
25 H 0.40626 0.45346 2.68862  -0.013
26 H -0.46051 -1.16777 0.53742  0.007
27 H -1.81217 -3.29332 -3.25218  0.000
28 H -3.38625 -2.10469 0.36790  0.005
29 H 3.69226 -1.27695 -1.70775  0.000
30 H 1.93472 1.71320 1.84934  0.002
31 H -2.87332 0.22236 1.81478  -0.007
32 H 2.33203 -1.88888 1.44548  -0.001
33 H 1.89428 2.82545 -0.06646  0.000
34 H -2.96395 -1.78739 -2.13631  0.010
35 H -0.79261 4.69430 -0.04348  0.000
36 H -2.63772 0.02072 -1.87908  -0.001
37 H -4.16854 -0.60198 0.08517  0.005
38 H 1.24849 0.88143 -1.35807  -0.001
39 H -1.03135 -3.88320 -0.18417  -0.002
40 H -0.33678 3.00613 -1.75284  0.000
41 H -0.97722 4.67064 1.29977  0.000
42 H 1.16659 -1.11669 2.27886  0.008
43 H -0.87994 -3.23555 2.30022  -0.002
44 H 0.40556 1.10314 4.11946  -0.002
45 H -2.30356 0.78573 0.34714  0.026
46 H 2.94859 2.96555 2.07010  0.000
47 H -1.15269 1.71013 1.48981  0.003
48 H 0.27387 0.70857 -0.07849  0.008
49 H 3.07018 -2.74995 -1.42979  0.000
50 H -0.44084 2.29279 -3.05368  0.000
51 H 2.80593 1.94771 -2.67790  0.000
52 H -1.05457 -1.36235 2.04969  -0.010
53 H -0.48836 -0.94870 -2.49535  0.011
54 H 0.66708 -2.88309 2.67222  -0.002


DFT (ωB97M-V/def2-TZVPD) results for C11H20N2P as an isolated structure in a non-equilibrium geometry.

For the LUMO energy (alpha / beta), the calculation gives -4.62 / -4.67 eV. Its energy relative to the best compared isomer or geometry (same formula, charge and spin) is 257.9 kJ/mol. The orbital gap (alpha / beta) comes out at 7.704 / 7.500 eV. The calculation puts the HOMO energy (alpha / beta) at -12.322 / -12.173 eV. Its charge is +1.

Each line ends with the natural charge from an NBO analysis.
Atoms and positions in Å:
1 P -1.36159 -0.25639 -0.43361  1.565
2 N 2.76729 -1.43131 0.38835  -0.290
3 N -0.32220 1.62766 0.25274  -0.654
4 C 1.92469 2.61196 0.46700  -0.680
5 C 4.00195 -1.33545 -0.48398  -0.494
6 C -2.88185 0.77423 -0.41298  -0.942
7 C -0.52884 0.07345 -1.92389  -0.717
8 C -1.41351 -0.88340 2.39597  -0.656
9 C -0.58419 -0.75403 1.15812  -0.248
10 C -2.03306 -1.82872 -1.03370  -0.965
11 C 0.89528 1.64511 0.00920  0.317
12 C 1.46242 0.49376 -0.55582  -0.168
13 C 1.70260 -0.68727 0.27857  0.114
14 C 0.72482 -0.99528 1.21713  -0.215
15 H 1.59935 3.59475 0.78208  0.247
16 H -0.80741 -1.44160 3.16455  0.252
17 H 2.03091 0.47665 -1.51026  0.267
18 H 4.31036 -0.44684 -1.04708  0.202
19 H -2.27882 -1.53562 2.23918  0.230
20 H -2.72247 -1.48120 -1.72692  0.240
21 H 3.97086 -2.29528 -1.16310  0.241
22 H -0.32738 -0.63158 -2.79471  0.258
23 H 4.86560 -1.64540 0.19844  0.239
24 H 2.71979 2.76497 -0.15799  0.246
25 H -2.31654 -2.51250 -0.29996  0.251
26 H -3.61779 0.30248 0.23447  0.258
27 H 1.10366 -1.33781 2.15838  0.242
28 H -0.38853 1.09382 -2.25389  0.228
29 H -3.24421 1.03326 -1.39713  0.271
30 H -1.21969 -2.15404 -1.72270  0.243
31 H -1.90554 0.13954 2.69967  0.238
32 H -2.59913 1.78690 0.00089  0.245
33 H -0.60663 2.45932 0.68025  0.380
34 H 2.30745 2.17210 1.37765  0.256


Electronic energy (Ha)
-2382.41994 -1902.15183 -615.53664 -1281.09056 -881.56894